(1)
{"formula": "C51H90F18N5O23S6", "method": "wB97M-V/def2-TZVPD", "multiplicity": 1, "molar_mass_g_mol": 1675.66, "homo_ev": -5.88, "total_charge": -1, "elements": ["C", "C", "C", "C", "C", "C", "N", "O", "C", "C", "C", "H", "H", "H", "H", "H", "H", "H", "H", "H", "H", "H", "H", "H", "H", "H", "H", "H", "H", "C", "C", "C", "C", "C", "C", "N", "O", "C", "C", "C", "H", "H", "H", "H", "H", "H", "H", "H", "H", "H", "H", "H", "H", "H", "H", "H", "H", "H", "C", "C", "C", "C", "C", "C", "N", "O", "C", "C", "C", "H", "H", "H", "H", "H", "H", "H", "H", "H", "H", "H", "H", "H", "H", "H", "H", "H", "H", "C", "C", "C", "C", "C", "C", "N", "O", "C", "C", "C", "H", "H", "H", "H", "H", "H", "H", "H", "H", "H", "H", "H", "H", "H", "H", "H", "H", "H", "C", "C", "C", "C", "C", "C", "N", "O", "C", "C", "C", "H", "H", "H", "H", "H", "H", "H", "H", "H", "H", "H", "H", "H", "H", "H", "H", "H", "H", "C", "F", "F", "F", "S", "O", "O", "O", "C", "F", "F", "F", "S", "O", "O", "O", "C", "F", "F", "F", "S", "O", "O", "O", "C", "F", "F", "F", "S", "O", "O", "O", "C", "F", "F", "F", "S", "O", "O", "O", "C", "F", "F", "F", "S", "O", "O", "O"], "positions_angstrom": [[5.29784, -4.04400, -3.45253], [3.99039, -4.62526, -2.89592], [2.84501, -3.85931, -3.61611], [1.44849, -4.59742, -3.45077], [1.49879, -6.04236, -4.02091], [2.61329, -6.92679, -3.34070], [3.94361, -6.08316, -3.25052], [5.14268, -6.76315, -3.06799], [2.84625, -8.10030, -4.32472], [2.22446, -7.34842, -1.91304], [3.99650, -4.53327, -1.36088], [6.19357, -4.56796, -3.11901], [5.50421, -3.07660, -2.99467], [5.35495, -4.02330, -4.54083], [3.08737, -3.70035, -4.66687], [2.79674, -2.83589, -3.24411], [0.68915, -4.06796, -4.02626], [1.18740, -4.39951, -2.41117], [1.82834, -5.97928, -5.05798], [0.50480, -6.48940, -4.00582], [1.90192, -8.63347, -4.43458], [3.56686, -8.83751, -3.97066], [3.13927, -7.88654, -5.35260], [3.07510, -7.42610, -1.23592], [1.71353, -8.30882, -1.84462], [1.64606, -6.60922, -1.35884], [3.09567, -4.99464, -0.95622], [4.10276, -3.52886, -0.95102], [4.82061, -5.13684, -0.98056], [-0.48653, -3.66047, 5.05269], [-1.65726, -3.53642, 4.08450], [-1.12915, -3.50302, 2.62390], [-2.11872, -3.71224, 1.50794], [-2.79734, -5.14738, 1.62984], [-3.51613, -5.25069, 3.05478], [-2.45215, -4.87423, 4.19241], [-2.88063, -5.05283, 5.50970], [-3.88661, -6.73217, 3.37312], [-4.75982, -4.37367, 2.99110], [-2.50905, -2.27623, 4.44836], [0.21177, -2.82353, 5.05599], [0.05367, -4.56347, 4.76829], [-0.80243, -3.86644, 6.07538], [-0.34806, -4.25273, 2.49764], [-0.46176, -2.64670, 2.52691], [-1.63434, -3.70092, 0.53154], [-2.84141, -2.89731, 1.46645], [-2.02092, -5.90563, 1.52818], [-3.55708, -5.40916, 0.89337], [-4.43203, -7.16699, 2.53553], [-4.43587, -6.75951, 4.31421], [-2.94225, -7.25337, 3.53008], [-4.93968, -4.18732, 1.93231], [-4.67800, -3.42960, 3.52973], [-5.70833, -4.74212, 3.38184], [-3.20861, -2.52530, 5.24628], [-3.16305, -1.92472, 3.65034], [-1.85725, -1.51890, 4.88390], [0.53401, 1.76279, -3.36244], [-0.36264, 0.60192, -2.95612], [0.56372, -0.59889, -2.63749], [1.24253, -0.60262, -1.27349], [0.09271, -0.50238, -0.26112], [-0.79043, 0.72768, -0.29714], [-1.20580, 0.89468, -1.76999], [-2.19714, 1.80888, -1.94903], [-0.06511, 2.07836, 0.20475], [-1.99441, 0.43306, 0.50979], [-1.29542, 0.15443, -4.12603], [1.04605, 2.20164, -2.50610], [-0.04279, 2.53793, -3.86699], [1.38651, 1.53731, -4.00315], [1.35800, -0.71530, -3.37483], [-0.01661, -1.51140, -2.77406], [1.82383, 0.31921, -1.25287], [1.91052, -1.46377, -1.25599], [0.43359, -0.63243, 0.76600], [-0.41637, -1.45684, -0.39506], [-0.03524, 2.13430, 1.29290], [-0.61535, 2.95822, -0.12867], [0.90801, 2.35631, -0.20008], [-1.93365, 0.50621, 1.59564], [-2.35849, -0.59011, 0.41659], [-2.79075, 1.14772, 0.30195], [-0.78062, -0.44105, -4.88002], [-1.72310, 1.07642, -4.51987], [-2.11179, -0.55031, -3.96794], [-1.08748, 4.81477, 5.93778], [-2.05082, 5.59340, 5.17482], [-1.52063, 5.67285, 3.69681], [-1.53611, 4.37411, 2.86930], [-3.04065, 3.90244, 2.83013], [-3.63151, 3.59189, 4.13567], [-3.34034, 4.77036, 5.18426], [-4.32673, 5.05753, 6.10443], [-3.12800, 2.17939, 4.63168], [-5.19741, 3.58472, 3.87509], [-2.30357, 7.02448, 5.70099], [-0.60084, 3.91568, 5.55972], [-1.42217, 4.57064, 6.94599], [-0.21926, 5.47108, 5.99727], [-0.60550, 6.26262, 3.74986], [-2.08100, 6.44064, 3.16335], [-0.92811, 3.67506, 3.44355], [-1.08522, 4.47755, 1.88233], [-3.04261, 2.99109, 2.23219], [-3.52396, 4.69900, 2.26444], [-2.03889, 2.19948, 4.59241], [-3.59994, 1.44292, 3.98131], [-3.41645, 1.93340, 5.65363], [-5.53873, 2.70162, 3.33495], [-5.46754, 4.48086, 3.31646], [-5.81633, 3.64632, 4.77021], [-1.39360, 7.48971, 6.07996], [-2.98431, 7.21910, 6.52974], [-2.60553, 7.67492, 4.88011], [3.51047, 4.00587, -0.96069], [4.25723, 3.64515, 0.36572], [5.28391, 4.73995, 0.68007], [4.74721, 6.07193, 1.17174], [3.90609, 5.76126, 2.46355], [2.67582, 4.75567, 2.20699], [3.24741, 3.53165, 1.48083], [2.64952, 2.26584, 1.67898], [1.59770, 5.49274, 1.27888], [2.04118, 4.30973, 3.65711], [5.04827, 2.32330, 0.22593], [2.72138, 3.27977, -1.15621], [4.30140, 3.89462, -1.70242], [3.20299, 5.04209, -1.10143], [5.98694, 4.84965, -0.14565], [5.93713, 4.36894, 1.46985], [4.07596, 6.62586, 0.51549], [5.52171, 6.80354, 1.40193], [3.48826, 6.71328, 2.79092], [4.60463, 5.48911, 3.25479], [0.81443, 4.77102, 1.04712], [1.93021, 5.92695, 0.33602], [0.93939, 6.16725, 1.82639], [2.80634, 3.78735, 4.23134], [1.17605, 3.64825, 3.61138], [1.70040, 5.12243, 4.29859], [5.60554, 2.09291, 1.13394], [5.73030, 2.14854, -0.60618], [4.33231, 1.50293, 0.17596], [-0.46148, 5.67005, -4.21162], [0.69725, 5.40524, -4.81448], [-0.97768, 6.93817, -4.57983], [-1.23878, 4.63347, -4.52512], [-0.14499, 5.92153, -2.29271], [0.33529, 4.60126, -1.84730], [0.73349, 7.08729, -2.12858], [-1.48450, 6.11707, -1.69099], [-5.15935, 2.87882, -0.75293], [-5.10833, 1.65656, -0.29587], [-4.26517, 3.68611, -0.21485], [-4.84525, 2.77858, -2.07521], [-6.93421, 3.59146, -0.60639], [-7.04155, 4.50435, -1.77989], [-7.91244, 2.47403, -0.66112], [-6.97999, 4.23125, 0.70251], [-0.92574, -3.44721, -6.86659], [0.27930, -3.21092, -6.39007], [-1.77037, -2.54043, -6.44188], [-0.91861, -3.25999, -8.17023], [-1.42455, -5.27152, -6.43416], [-0.38824, -6.09457, -7.08562], [-1.45450, -5.47136, -4.96936], [-2.79659, -5.49733, -7.02942], [3.68833, -1.86309, 1.95095], [2.60268, -1.18760, 2.32113], [3.94630, -1.65553, 0.67785], [4.65913, -1.56024, 2.74949], [3.17254, -3.75282, 2.14107], [4.40645, -4.52048, 1.90552], [2.73360, -3.97306, 3.55570], [2.15924, -3.94364, 1.15349], [4.21049, 2.01632, -5.40199], [3.90538, 3.13076, -4.70553], [3.22017, 1.49381, -6.11517], [5.34136, 2.42499, -6.06987], [4.77536, 0.69742, -4.07594], [3.55961, 0.33024, -3.32318], [5.47821, -0.33375, -4.87611], [5.75104, 1.36579, -3.21037], [-4.72707, -1.31613, -2.82858], [-4.46864, -1.64899, -4.11325], [-4.24632, -0.10881, -2.44419], [-6.06415, -1.28587, -2.73165], [-4.04344, -2.69278, -1.63590], [-2.59303, -2.81129, -1.78513], [-4.51016, -2.35137, -0.28607], [-4.73679, -3.88327, -2.13869]]}



(2)
{"formula": "C51H91INO13PS2", "method": "wB97M-V/def2-TZVPD", "multiplicity": 1, "molar_mass_g_mol": 1148.30, "homo_ev": -8.02, "elements": ["O", "C", "C", "C", "I", "C", "O", "C", "N", "C", "S", "C", "P", "S", "H", "H", "H", "C", "C", "C", "O", "C", "H", "H", "H", "H", "H", "H", "H", "H", "C", "C", "C", "O", "C", "H", "H", "H", "H", "H", "H", "H", "H", "C", "C", "C", "O", "C", "H", "H", "H", "H", "H", "H", "H", "H", "C", "C", "C", "O", "C", "H", "H", "H", "H", "H", "H", "H", "H", "C", "C", "C", "O", "C", "H", "H", "H", "H", "H", "H", "H", "H", "C", "C", "C", "O", "C", "H", "H", "H", "H", "H", "H", "H", "H", "C", "C", "C", "O", "C", "H", "H", "H", "H", "H", "H", "H", "H", "C", "C", "C", "O", "C", "H", "H", "H", "H", "H", "H", "H", "H", "C", "C", "C", "O", "C", "H", "H", "H", "H", "H", "H", "H", "H", "C", "C", "C", "O", "C", "H", "H", "H", "H", "H", "H", "H", "H", "C", "C", "C", "O", "C", "H", "H", "H", "H", "H", "H", "H", "H"], "positions_angstrom": [[-0.75534, -2.08875, 3.09478], [-0.97411, -2.45081, 1.91044], [-2.30220, -1.89864, 1.20469], [-2.47468, -2.25650, -0.16299], [-4.26561, -1.43150, -1.13091], [-1.44091, -3.19105, -0.96197], [-1.77463, -3.45371, -2.15036], [-0.13636, -3.73779, -0.25696], [0.90380, -4.56622, -0.88514], [0.37123, -5.56343, -1.55241], [-0.10296, -6.45063, -2.87992], [0.06172, -3.38785, 1.11908], [1.56925, -4.00785, 2.12496], [1.05923, -4.69397, 3.89597], [-3.05593, -1.24854, 1.77315], [2.06566, -5.16167, 1.40445], [2.52706, -2.94874, 2.19534], [-3.92161, 2.65783, -4.63471], [-2.43812, 2.75741, -4.36142], [-2.39355, 2.72058, -2.84690], [-3.51203, 1.93180, -2.41584], [-4.38250, 1.71870, -3.53679], [-4.16037, 2.29273, -5.63502], [-4.38938, 3.63994, -4.50761], [-1.92592, 1.88105, -4.77158], [-1.97419, 3.64887, -4.77908], [-2.50739, 3.72379, -2.42134], [-1.46749, 2.28316, -2.46501], [-4.28327, 0.67117, -3.84348], [-5.41807, 1.89774, -3.23793], [-1.56492, 3.54727, 1.03308], [-0.99287, 2.97722, 2.31258], [-2.23575, 2.79750, 3.16152], [-3.32011, 2.53162, 2.25923], [-2.88405, 2.80758, 0.92051], [-0.92179, 3.40571, 0.16249], [-1.74685, 4.62040, 1.15374], [-0.53344, 2.00309, 2.11182], [-0.24430, 3.61724, 2.78292], [-2.47599, 3.71240, 3.71359], [-2.14118, 1.97544, 3.87473], [-2.75882, 1.84960, 0.40527], [-3.64737, 3.38724, 0.39677], [-3.16258, -6.64520, -5.11920], [-3.33840, -5.28693, -4.47984], [-4.19833, -4.56594, -5.49883], [-5.00801, -5.56321, -6.13670], [-4.51095, -6.86009, -5.77752], [-2.90404, -7.43402, -4.41048], [-2.37701, -6.59757, -5.88172], [-3.88430, -5.38957, -3.53610], [-2.39829, -4.77209, -4.27582], [-3.58454, -4.08811, -6.27036], [-4.83984, -3.80695, -5.04496], [-5.22514, -7.31134, -5.08009], [-4.44854, -7.48974, -6.66801], [-2.17220, 4.34229, -9.23709], [-0.68774, 4.44100, -8.96341], [-0.64354, 4.40544, -7.44823], [-1.76287, 3.61775, -7.01856], [-2.63328, 3.40442, -8.13874], [-2.41152, 3.97693, -10.23706], [-2.63911, 5.32456, -9.11043], [-0.17602, 3.56391, -9.37289], [-0.22160, 5.33426, -9.38237], [-0.75660, 5.40866, -7.02339], [0.28157, 3.96766, -7.06586], [-2.53538, 2.35694, -8.44438], [-3.66823, 3.58462, -7.83959], [-5.63564, 0.19788, 5.96049], [-5.46174, 0.42481, 7.44635], [-4.04531, 0.96183, 7.51945], [-3.80427, 1.66348, 6.29274], [-4.86161, 1.36097, 5.37202], [-6.67808, 0.17359, 5.63840], [-5.16578, -0.74823, 5.67191], [-6.16863, 1.18705, 7.79036], [-5.60863, -0.47327, 8.04881], [-3.31484, 0.14879, 7.59000], [-3.89613, 1.63811, 8.36450], [-5.49217, 2.25218, 5.28192], [-4.44062, 1.13193, 4.39078], [-3.67922, -10.21288, -0.51156], [-3.19355, -8.88025, 0.01575], [-2.56311, -8.26441, -1.21790], [-3.28398, -8.77150, -2.34921], [-4.11996, -9.85378, -1.91715], [-4.47810, -10.65679, 0.08464], [-2.84619, -10.92247, -0.55072], [-4.04724, -8.27638, 0.34031], [-2.49816, -8.96508, 0.85242], [-1.51679, -8.56864, -1.32385], [-2.60951, -7.17275, -1.21218], [-5.15721, -9.50185, -1.93003], [-4.02754, -10.69029, -2.61326], [6.44474, -5.87013, 5.12771], [6.25771, -4.52007, 5.78383], [5.38966, -3.79641, 4.77317], [4.58856, -4.79323, 4.12542], [5.09689, -6.08881, 4.46868], [6.71132, -6.66525, 5.82606], [7.22817, -5.80710, 4.36511], [5.71404, -4.63813, 6.72675], [7.19354, -3.99884, 5.99268], [5.99802, -3.30432, 4.00627], [4.74140, -3.04876, 5.23605], [4.38733, -6.55423, 5.16126], [5.16361, -6.70730, 3.57078], [2.37658, 0.06080, -1.10997], [3.86414, 0.16202, -0.85433], [3.92725, 0.11572, 0.66026], [2.81495, -0.67836, 1.09707], [1.93206, -0.88553, -0.01361], [2.12633, -0.29807, -2.10908], [1.90839, 1.04105, -0.97036], [4.37298, -0.71053, -1.27660], [4.32241, 1.05950, -1.27280], [3.81648, 1.11523, 1.09395], [4.85798, -0.32213, 1.02834], [2.02949, -1.93056, -0.32840], [0.89960, -0.71032, 0.29924], [2.04562, 7.26033, 4.80834], [3.21761, 6.74087, 4.00607], [2.60710, 5.55233, 3.28979], [1.21982, 5.85715, 3.08704], [0.88410, 7.01397, 3.86525], [2.14229, 8.30751, 5.10019], [1.92319, 6.66135, 5.71686], [3.53162, 7.49519, 3.27739], [4.08251, 6.47395, 4.61414], [2.66509, 4.64610, 3.90244], [3.08352, 5.35277, 2.32697], [0.74836, 7.85401, 3.17516], [-0.05650, 6.84149, 4.39320], [6.54725, 9.69086, 7.29091], [7.71901, 9.17147, 6.48753], [7.10805, 7.98259, 5.77187], [5.72112, 8.28741, 5.57038], [5.38547, 9.44432, 6.34859], [6.64387, 10.73788, 7.58274], [6.42542, 9.09188, 8.19936], [8.03236, 9.92589, 5.75854], [8.58504, 8.90403, 7.09518], [7.16676, 7.07649, 6.38434], [7.58356, 7.78319, 4.80879], [5.24911, 10.28423, 5.65859], [4.44526, 9.27168, 6.87713], [1.82386, -1.99058, -6.51570], [1.26883, -0.60527, -6.26613], [1.79558, -0.30064, -4.87761], [3.04276, -0.99559, -4.74524], [3.17812, -1.91396, -5.83824], [1.89086, -2.25347, -7.57269], [1.19751, -2.73698, -6.01604], [1.69180, 0.09978, -6.98934], [0.18093, -0.54888, -6.33108], [1.11810, -0.67789, -4.10376], [1.95163, 0.76827, -4.71314], [3.93985, -1.51635, -6.51775], [3.51655, -2.88283, -5.46461]]}



Going through the records in order, we get E values of -8187.440246 -4465.803345 a.u..